(1)
The following is a DFT calculation (ωB97M-V with the def2-TZVPD basis set) of 12 unconnected molecules or ions with the total composition C37H99NO12 in a non-equilibrium geometry.

Structure (XYZ):
```
149
Properties=species:S:1:pos:R:3:mulliken_charge:R:1
O 2.635 0.067 -3.209 -0.62
O 0.593 7.081 -2.725 -0.56
O -5.388 -3.915 3.314 -0.59
O 3.270 6.996 1.305 -0.52
O -4.227 0.791 -3.670 -0.48
O 1.320 -6.108 2.203 -0.45
O 3.007 0.613 5.747 -0.53
O -1.739 2.887 2.246 -0.49
O 0.533 -3.502 3.517 -0.54
O -1.621 3.254 -3.691 -0.45
O 0.895 0.918 -0.845 0.60
O -1.215 -6.538 -2.840 -0.58
N 0.104 -0.915 2.266 0.74
C 0.872 0.501 0.555 -1.33
C 3.227 1.413 3.554 -0.64
C 2.933 -1.782 -1.892 -0.29
C 2.518 -1.349 -3.204 1.34
C 2.216 -5.179 0.244 -0.59
C 3.111 -1.890 -4.457 -1.67
C 2.472 7.761 -4.182 -1.41
C -1.368 -5.232 -2.738 0.67
C -4.643 -0.419 -3.063 0.48
C -1.090 2.663 -4.850 0.64
C -0.615 1.261 -4.542 -0.88
C -0.025 3.593 -5.310 -1.38
C 0.296 -0.905 0.872 1.41
C 3.857 5.163 2.736 -0.83
C -3.412 2.096 0.736 -0.75
C -4.568 -0.294 -1.568 -0.96
C -1.990 -5.022 -1.371 -0.82
C 2.624 1.686 4.953 0.11
C 0.265 -3.453 4.886 0.65
C -5.042 -2.800 2.403 0.67
C -0.938 -1.493 0.258 -1.44
C -2.000 4.092 0.246 -0.95
C 2.466 -5.929 1.489 0.69
C 2.758 5.884 1.912 0.13
C -4.059 -1.902 3.286 -0.92
C 1.134 1.937 5.055 -0.84
C -2.678 3.258 1.377 0.42
C -1.087 -4.246 5.096 -1.27
C 1.559 6.618 -3.639 0.73
C 1.567 2.079 -0.970 -0.91
C -4.394 -3.346 1.161 -1.13
C 2.110 4.967 0.811 -0.63
C 3.110 -7.186 1.235 -1.70
C -0.047 -4.500 -2.939 -0.78
C -3.816 -1.639 -3.531 -1.43
C 0.450 -1.968 5.263 -1.20
C 2.375 5.526 -2.981 -0.97
H 4.310 1.297 3.501 0.48
H 2.510 -7.842 0.604 0.38
H 2.520 -1.565 -5.313 0.40
H -5.695 -0.497 -3.340 0.26
H -2.674 4.733 -0.322 0.45
H -2.967 -5.475 -1.202 0.50
H -4.160 1.801 1.472 0.33
H 0.184 3.433 -6.367 0.40
H 3.289 4.412 3.284 -0.18
H -2.771 -1.647 -3.219 0.16
H 4.013 -1.871 -1.784 0.42
H -4.754 1.458 -3.223 0.31
H 2.127 0.427 -2.480 0.07
H 3.426 7.484 -4.630 0.36
H 1.113 7.473 -2.021 0.38
H 1.113 -3.941 5.366 0.29
H -0.022 -3.441 -2.682 -0.25
H 2.527 2.184 -0.466 0.43
H -1.745 2.745 -5.718 0.23
H -5.905 -2.186 2.146 0.20
H -1.957 -4.899 -3.592 0.10
H -2.187 -3.972 -1.153 -0.36
H 1.048 6.145 -4.478 -0.03
H 3.854 7.398 1.952 0.33
H -1.240 -5.327 -0.641 0.40
H 3.320 -7.706 2.170 0.51
H -1.881 -0.950 0.318 -0.03
H -2.671 1.333 0.498 0.01
H 1.745 2.239 -2.033 0.18
H 0.253 1.196 1.123 0.03
H -1.120 -5.247 4.667 0.40
H -1.232 4.750 0.652 0.31
H 1.587 -5.766 -0.425 0.18
H 2.861 2.196 2.890 -0.05
H -3.911 -1.712 -4.614 0.43
H 1.449 -1.546 -3.136 -0.20
H 0.977 2.818 4.432 0.33
H 0.928 2.946 -0.800 0.14
H 1.378 5.529 0.231 0.26
H 2.532 -1.114 -1.130 -0.37
H 2.829 0.883 6.652 0.36
H -1.791 -7.070 -2.287 0.35
H -4.084 -2.763 0.294 0.02
H 3.068 -4.726 -0.261 0.52
H 3.051 2.639 5.265 0.38
H -1.071 -2.408 0.836 0.54
H 1.977 6.332 2.526 0.25
H 0.912 3.502 -4.761 0.15
H -4.222 -0.831 3.167 0.31
H 2.741 8.504 -3.431 0.34
H -1.295 -4.424 6.151 0.43
H 3.138 -5.369 2.139 0.09
H -5.016 -1.179 -1.116 0.26
H -1.441 0.568 -4.702 0.39
H 2.016 8.360 -4.970 0.38
H 0.902 -0.471 2.697 -0.07
H -5.717 -3.569 4.147 0.34
H -4.337 -2.505 -3.122 0.48
H 0.077 -4.334 -4.009 0.46
H 0.297 0.922 -5.033 0.42
H 2.805 4.535 0.091 0.26
H -1.971 -3.686 4.792 0.12
H 1.900 0.480 0.916 0.69
H 0.649 -1.916 6.333 0.46
H -3.965 2.428 -0.143 0.41
H -1.403 3.554 -0.491 -0.15
H -2.492 2.925 -3.456 0.21
H 0.147 -1.802 2.747 -0.04
H 0.915 1.951 6.123 0.44
H -4.108 -2.126 4.352 0.49
H -0.439 4.599 -5.239 0.38
H 1.503 -4.389 0.480 -0.30
H 3.175 5.908 -2.346 0.53
H -5.095 0.554 -1.130 0.51
H -5.056 -4.106 0.744 0.47
H 4.205 5.796 3.553 0.52
H 1.082 -1.623 0.638 -0.19
H 1.769 4.872 -2.355 -0.17
H 4.568 4.738 2.028 0.33
H -3.275 3.902 2.023 0.31
H 1.335 -1.462 4.876 0.24
H -0.795 -1.773 -0.786 0.30
H 2.728 5.016 -3.877 0.42
H 0.309 -4.340 3.105 0.06
H 1.413 -6.965 2.624 0.31
H -3.527 -3.956 1.415 0.36
H 0.661 1.079 4.578 -0.02
H 4.001 -1.348 -4.775 0.41
H 2.524 -2.745 -1.584 -0.12
H 3.270 -2.959 -4.598 0.37
H -3.517 -0.237 -1.285 0.03
H -0.434 -1.395 4.984 0.28
H 4.047 -6.984 0.716 0.38
H -0.336 1.213 -3.489 -0.09
H -3.025 -2.178 3.076 -0.20
H 1.738 4.129 1.400 0.10
H -1.443 2.006 2.005 0.13
H 2.834 0.436 3.270 0.06
H 0.787 -5.079 -2.542 0.37
```

Values from the calculation:
Spin multiplicity   2
Molar mass   750.19 g/mol
Net charge   +1
Highest occupied orbital energy (alpha / beta)   -11.34 / -11.34 eV
Orbital gap (alpha / beta)   9.266 / 3.363 eV
LUMO (alpha / beta)   -2.1 / -8.0 eV



(2)
The following is a DFT calculation (ωB97M-V with the def2-TZVPD basis set) of 2 unconnected molecules or ions with the total composition C5H11NO2 in a non-equilibrium geometry.

Structure (XYZ):
```
19
Properties=species:S:1:pos:R:3:mulliken_charge:R:1
O 1.445 -0.347 -0.988 -0.77
O 4.169 -0.776 -0.395 -0.64
N 0.022 0.946 0.567 -0.38
C -0.731 1.247 -0.615 -0.48
C -2.126 0.618 -0.277 -0.51
C -0.324 -0.501 0.985 -0.66
C -1.770 -0.734 0.306 -0.97
C 1.114 0.132 0.194 -0.13
H 3.328 -1.236 -0.615 0.39
H -2.635 1.270 0.489 0.23
H 2.011 0.265 0.841 0.20
H -0.466 0.852 -1.599 0.28
H -1.376 -1.463 -0.404 0.26
H -2.755 0.684 -1.159 0.38
H -0.916 2.335 -0.797 0.29
H -0.399 -0.494 2.077 0.33
H -2.495 -1.268 0.938 0.48
H 0.166 -1.602 0.762 0.37
H 3.738 0.073 -0.313 0.34
```

Values from the calculation:
Spin multiplicity   2
Molar mass   117.15 g/mol
Net charge   -1
Highest occupied orbital energy (alpha / beta)   -0.08 / -4.56 eV
Energy above the lowest of the compared OMol25 structures with the same formula, charge and spin   77.09 kcal/mol
Orbital gap (alpha / beta)   4.193 / 8.557 eV
LUMO (alpha / beta)   4.1 / 4.0 eV



(3)
The following is a DFT calculation (ωB97M-V with the def2-TZVPD basis set) of a single C5H9I molecule in a non-equilibrium geometry.

Structure (XYZ):
```
15
Properties=species:S:1:pos:R:3:mulliken_charge:R:1
I 1.571 -0.106 2.217 0.28
C -0.491 0.379 -0.829 -0.01
C -0.803 0.887 0.376 0.08
C 1.761 -1.826 1.017 -0.87
C -0.611 0.024 1.568 -1.00
C -0.758 0.971 -2.137 -1.22
H -0.508 -1.002 1.185 0.37
H 1.842 -2.717 1.601 0.20
H -0.150 -0.656 -0.824 0.33
H 2.608 -1.704 0.427 0.23
H 0.188 1.399 -2.607 0.25
H -1.273 0.324 2.354 0.47
H -1.254 0.245 -2.840 0.30
H -0.700 2.041 0.529 0.21
H -1.422 1.740 -2.037 0.38
```

Values from the calculation:
Molar mass   196.03 g/mol
Highest occupied orbital energy (alpha / beta)   -7.32 / -7.32 eV
Energy above the lowest of the compared OMol25 structures with the same formula, charge and spin   108.69 kcal/mol
Orbital gap (alpha / beta)   7.310 / 7.312 eV
LUMO (alpha / beta)   0.0 / 0.0 eV



Question: The highest molar mass belongs to which entry?
Answer: C37H99NO12



Question: molar mass of number 2 (C5H11NO2)?
Answer: 117.15 g/mol



Question: Which formula does entry 1 have?
Answer: C37H99NO12



Question: Which value of molar mass does entry 1 give?
Answer: 750.19 g/mol